No. 1
Here is C9H11N in the gas phase in a non-equilibrium geometry from the OMol25 dataset. Energies are from ωB97M-V/def2-TZVPD.

Structure (XYZ):
```
21
Properties=species:S:1:pos:R:3:forces:R:3
C -1.426058 1.902161 0.169313 0.6 0.9 -0.8
C -0.945608 0.700102 -0.172233 -1.2 0.1 0.4
C -1.943603 0.002868 -1.012340 1.0 -0.1 0.6
C -3.036063 0.900505 -1.245798 -1.4 1.7 -0.5
C -0.248873 -1.546541 -0.485342 -0.8 -0.7 -0.7
C -1.531348 -1.274230 -1.208165 -0.6 -0.1 0.7
C 0.199367 -0.170079 0.063709 0.3 -0.8 0.8
C 0.457878 -0.286502 1.560202 1.1 2.1 0.4
C 1.321373 0.318652 -0.803178 3.2 1.0 1.1
N -2.657533 2.022155 -0.574980 1.0 -3.6 -0.4
H -1.000426 2.825555 0.633561 -0.4 -1.3 -0.2
H -0.396373 -2.276021 0.362722 0.2 0.3 -1.1
H 0.293622 -1.996382 -1.371258 0.6 0.2 1.6
H -1.889332 -2.163803 -1.746390 -0.7 0.9 0.0
H 1.168137 -1.055098 1.723886 1.3 -0.6 0.2
H -0.402552 -0.676523 2.117942 -0.2 0.9 -0.1
H 0.917109 0.747902 1.936543 -1.3 -2.3 -0.4
H 2.318222 0.575208 -0.206335 -2.1 -0.2 -1.1
H 0.999849 1.151662 -1.415685 0.3 0.4 0.1
H 1.610028 -0.450394 -1.480005 0.5 -0.5 -0.6
H -3.213495 2.808264 -0.548338 -1.3 1.8 0.1
```
Forces are in eV/Å.

Output
- E_LUMO: -0.1 eV
- Calculated total energy: -404.14831 a.u.
- Energy relative to the best compared isomer or geometry (same formula, charge and spin): 63.85 kcal per mole
- Orbital gap: 7.80 eV



No. 2
Here is C9H21N2O2P in the gas phase in a non-equilibrium geometry from the OMol25 dataset. Energies are from ωB97M-V/def2-TZVPD.

Structure (XYZ):
```
35
Properties=species:S:1:pos:R:3:forces:R:3
C -1.037057 -1.062311 1.042171 -0.7 -0.6 2.5
C -1.556236 -3.217695 3.271018 2.5 0.0 -2.8
C 2.162018 2.426611 -2.967595 -0.4 0.5 0.7
C -1.322263 -1.994237 -1.214392 -0.3 -1.0 -0.9
C 2.028143 0.606196 1.075488 0.1 -0.5 -0.6
C -0.609174 3.449485 -0.827136 0.0 -5.2 3.3
C -0.494337 -2.112858 3.166413 0.6 0.2 1.3
C 0.923553 1.546690 -2.663465 2.0 -2.9 -0.1
C -0.508692 -0.996093 -0.374704 0.3 -0.1 1.4
N 1.875755 1.198834 -0.231117 -0.1 0.8 0.6
N -0.700263 0.403369 -0.735122 0.9 -0.5 -0.6
O -2.000872 -0.534229 1.563151 0.3 0.3 -1.4
O -0.274700 -1.871803 1.777849 1.5 -0.5 -0.4
P 0.544774 1.560622 -0.892538 -2.9 1.9 -1.8
H -1.285900 -3.956650 2.439763 -0.7 0.9 1.0
H -1.572628 -3.772195 4.149127 -0.2 -0.6 1.8
H -2.421530 -2.670731 3.046603 -1.8 0.0 -0.2
H 2.783460 2.062705 -3.786305 0.0 -0.4 0.3
H 1.888936 3.466546 -3.316573 0.1 -0.9 0.9
H 2.675600 2.389853 -1.959668 0.2 0.6 -1.6
H -0.682911 -2.422185 -1.972625 0.4 -0.1 -0.3
H -1.808050 -2.921965 -0.750225 0.7 1.7 0.0
H -2.052564 -1.452524 -1.816872 -0.4 0.0 0.4
H 2.569662 1.248684 1.807402 0.4 -0.9 -0.7
H 2.402918 -0.382323 0.707602 0.7 0.5 1.8
H 1.099326 0.396224 1.584158 -0.6 -0.1 0.2
H -0.050189 4.197458 -1.241884 1.4 2.0 -0.7
H -1.462572 3.144357 -1.359034 -1.0 -0.1 -1.3
H -0.995991 3.482595 0.233100 1.0 0.7 -1.0
H 0.515781 -2.311931 3.634075 -1.0 -0.3 -0.9
H -0.819013 -1.190350 3.681303 -0.2 -0.3 -0.5
H 1.230074 0.330309 -2.760165 -0.8 3.2 0.0
H 0.075988 1.733442 -3.285983 -0.7 0.0 -0.3
H 0.567292 -1.285958 -0.304320 -0.9 0.4 -0.3
H -1.688339 0.512058 -0.719501 -0.6 1.3 0.0
```
Forces are in eV/Å.

Output
- E_LUMO: 0.8 eV
- Calculated total energy: -956.77021 a.u.
- Energy relative to the best compared isomer or geometry (same formula, charge and spin): 0.00 kcal per mole
- Orbital gap: 8.98 eV



No. 3
Here is a molecular structure, C2H2GaO in a non-equilibrium geometry from the OMol25 dataset. Energies are from ωB97M-V/def2-TZVPD.

Structure (XYZ):
```
6
Properties=species:S:1:pos:R:3:forces:R:3
C -0.732323 -0.819230 -0.742368 1.3 -0.1 0.5
C 0.008565 -1.113765 0.183478 -1.7 -0.4 -0.7
H -1.067060 -0.274241 -1.613008 0.0 -0.4 0.5
H 0.376996 -1.589170 1.079997 0.2 0.6 -0.5
O 1.214286 1.198426 0.627156 -0.2 0.8 0.1
Ga 0.199538 2.597981 0.464743 0.5 -0.5 0.1
```
Forces are in eV/Å.

Output
- E_LUMO: 4.5 eV
- Calculated total energy: -2077.34411 a.u.
- Energy relative to the best compared isomer or geometry (same formula, charge and spin): 0.00 kcal per mole
- Orbital gap: 7.29 eV
- Charge: -1